No. 1
Formula: C44H47Cl2EuN2OS3
Source: OMol25
Level of theory: ωB97M-V/def2-TZVPD

Each line ends with the Löwdin charge.
Element x y z (Å)
C1 -5.174 -5.895 2.099  -0.06
C2 -1.632 -1.492 1.920  -0.65
C3 3.775 3.402 -4.763  0.02
H1 -4.313 -1.446 3.683  0.14
C4 1.193 3.541 -1.607  -0.03
C5 -5.182 -3.916 3.459  -0.04
C6 2.546 1.474 -3.990  -0.12
H2 -0.659 5.730 -1.431  0.10
C7 -4.433 0.917 -3.629  -0.69
H3 1.342 0.460 6.384  0.11
C8 0.068 1.277 -4.593  -0.05
C9 2.520 0.358 -3.107  -0.13
H4 -5.503 -3.396 4.349  0.12
H5 4.339 1.050 -0.618  0.05
C10 -2.860 -0.826 -3.212  -0.61
H6 4.849 0.404 0.931  0.09
H7 0.554 2.083 1.907  0.11
Cl1 -4.930 2.549 -3.466  0.71
C11 3.791 2.136 -4.215  -0.19
H8 -0.340 -3.997 4.470  0.15
C12 -0.053 3.751 -1.001  -0.33
H9 3.901 2.701 1.140  0.16
O1 1.548 0.031 -2.387  -0.24
H10 1.606 5.710 -6.037  0.09
C13 -1.030 4.717 -1.591  -0.05
H11 2.369 2.174 3.045  0.08
C14 1.359 2.032 -4.537  -0.19
H12 5.247 0.600 -4.435  0.11
C15 2.395 -3.172 5.640  -0.03
H13 -1.197 3.372 0.777  0.13
H14 3.195 2.855 -1.387  0.13
C16 -0.199 -1.846 2.000  -0.63
H15 -6.127 0.393 -4.808  0.12
C17 2.596 5.405 -5.709  -0.02
H16 -0.713 1.800 -4.021  0.02
H17 2.225 -2.512 2.535  0.08
H18 3.445 -0.220 -2.992  0.15
N1 -2.452 -1.909 2.877  -0.09
C18 -0.808 -3.532 3.603  -0.07
H19 -4.162 -1.202 1.928  0.08
H20 -3.412 -3.421 0.621  0.10
H21 -5.468 -6.921 1.940  0.11
H22 2.695 -4.187 5.429  0.12
C19 -5.217 0.037 -4.350  -0.08
H23 2.928 6.094 -4.932  0.10
S1 -2.311 1.703 -2.140  0.53
C20 -4.399 -5.242 1.153  -0.06
H24 -1.144 4.573 -2.663  0.08
C21 2.014 2.299 0.324  -0.23
H25 -1.191 -4.321 2.945  0.15
C22 -0.281 3.144 0.240  -0.11
Eu1 -0.154 0.588 -1.106  1.40
H26 -0.277 1.241 -5.629  0.11
H27 2.420 -0.899 8.138  0.11
C23 1.801 -2.406 4.645  -0.22
H28 0.508 3.690 -5.558  0.13
C24 1.413 -1.101 4.926  -0.06
H29 3.885 1.284 3.067  0.10
H30 1.415 4.041 -2.539  0.12
C25 -3.227 0.509 -3.026  -0.68
H31 0.934 -0.504 4.161  0.10
H32 1.761 -4.060 3.267  0.14
C26 1.565 -2.985 3.265  -0.11
C27 2.590 4.014 -5.188  -0.23
H33 -2.006 4.627 -1.124  0.08
C28 -4.398 -3.262 2.518  -0.22
C29 1.410 3.280 -5.128  0.00
H34 3.287 5.505 -6.545  0.10
H35 0.167 0.244 -4.252  0.05
C30 0.730 2.413 0.887  -0.12
H36 -2.741 -3.199 4.485  0.14
C31 -1.937 -2.615 4.036  -0.07
H37 4.702 3.939 -4.886  0.13
H38 -6.194 -5.727 3.973  0.11
C32 2.946 1.409 2.532  -0.07
H39 -5.449 -1.971 -5.036  0.12
C33 2.245 -1.321 7.162  -0.06
H40 -1.575 -1.888 4.773  0.15
C34 -4.010 -3.932 1.363  -0.04
C35 2.203 2.849 -0.954  -0.03
H41 2.409 0.463 2.560  0.02
Cl2 -1.360 -1.438 -2.539  0.68
H42 -3.317 -2.734 -4.044  0.11
C36 2.620 -2.627 6.893  -0.05
C37 3.982 0.714 0.353  -0.05
S2 -2.198 -0.542 0.648  0.65
C38 -3.898 -1.856 2.760  -0.11
C39 1.639 -0.557 6.177  -0.06
C40 -5.576 -5.227 3.244  -0.06
H43 5.916 2.186 -4.062  0.09
H44 3.084 -3.228 7.661  0.11
C41 5.096 1.506 -3.847  -0.02
N2 0.187 -2.762 2.879  -0.09
S3 0.932 -1.134 0.968  0.70
C42 -4.828 -1.283 -4.488  -0.05
H45 5.155 1.235 -2.795  0.07
C43 -3.642 -1.715 -3.925  -0.10
H46 3.337 -0.152 0.204  0.03
C44 3.236 1.828 1.094  -0.36
H47 -4.098 -5.755 0.252  0.11

Values from the calculation:
Charge: +2
Multiplicity: 7
Expectation value of S²: 12.04
Maximum force (eV/Å): 1.61
E (Ha): -4714.50939
Energy above the lowest of the compared OMol25 structures with the same formula, charge and spin (kcal/mol): 20.88
Orbital gap (spin up / spin down) (eV): 5.870 / 6.196


No. 2
Formula: C44H47N4PRuSSi
Source: OMol25
Level of theory: ωB97M-V/def2-TZVPD

Each line ends with the Löwdin charge.
Element x y z (Å)
H1 0.667 3.877 1.918  0.04
P1 1.458 2.321 0.224  0.95
N1 1.007 -1.414 -9.584  0.18
H2 5.812 0.155 0.915  0.11
C1 -0.573 -0.755 -5.102  -0.02
H3 2.918 -0.911 -6.771  0.13
H4 -0.311 -2.017 5.190  0.11
H5 0.292 -5.100 -2.827  0.12
C2 0.255 -2.192 3.116  -0.20
C3 0.579 0.444 3.066  -0.21
N2 2.259 -2.633 -2.395  0.05
C4 -3.418 -1.420 0.739  -0.28
C5 3.855 2.677 -1.248  -0.08
H6 -2.306 -2.017 -0.994  0.09
C6 -4.405 1.479 1.118  -0.24
H7 2.755 -1.803 -2.673  0.12
C7 -4.277 -1.861 1.741  -0.12
S1 1.713 -1.665 0.041  0.71
C8 -1.614 0.842 2.094  -0.26
C9 0.757 3.203 -1.180  -0.35
H8 1.570 0.103 2.742  0.10
H9 -5.432 -3.474 2.530  0.11
H10 1.014 0.383 5.172  0.12
H11 -5.142 4.595 2.239  0.10
C10 0.501 0.864 -2.132  -0.29
H12 -1.192 5.806 -2.120  0.11
H13 -1.915 1.855 -1.099  0.01
C11 5.183 2.405 -1.525  -0.07
N3 -0.426 -0.016 2.088  -0.32
C12 0.587 -0.513 -4.327  -0.26
C13 1.212 -4.711 -2.390  -0.11
C14 -4.378 -4.038 0.751  -0.08
H14 -1.658 4.320 -4.036  0.11
C15 -0.293 2.833 -3.421  -0.02
C16 -0.705 4.847 -2.178  -0.05
H15 1.256 -3.332 -4.101  0.11
C17 -0.938 4.014 -3.290  -0.08
H16 -2.086 0.840 3.083  0.10
C18 -4.756 -3.157 1.751  -0.07
H17 -0.051 -3.237 3.193  0.12
C19 -3.491 -3.628 -0.231  -0.08
H18 -1.541 -0.678 -4.630  0.12
H19 -0.452 2.192 -4.274  0.11
H20 -4.572 -1.171 2.518  0.11
H21 1.191 -2.160 2.556  0.04
H22 -5.879 -0.014 0.673  0.10
C20 0.701 2.358 -2.418  -0.33
H23 2.097 4.496 1.048  0.06
H24 0.194 5.042 -0.254  0.10
C21 0.492 -0.024 -3.041  -0.02
H25 3.427 0.584 1.373  0.08
C22 -6.591 3.079 1.814  -0.08
H26 0.585 1.537 3.059  0.10
H27 1.692 2.379 -2.914  0.15
C23 1.950 -0.871 -6.295  -0.01
H28 1.859 -5.559 -2.143  0.13
C24 1.854 -0.635 -4.950  -0.04
H29 0.536 -4.288 -0.371  0.15
H30 2.811 -4.110 -3.788  0.13
H31 -1.362 -1.150 -7.035  0.13
H32 -3.229 3.198 1.620  0.09
C25 5.261 0.853 0.300  -0.07
H33 -0.695 0.243 4.787  0.11
C26 0.895 -1.251 -8.454  -0.19
C27 0.306 -0.072 4.479  -0.16
H34 -7.434 3.695 2.089  0.11
C28 -3.012 -2.330 -0.233  -0.12
C29 1.643 3.621 1.509  -0.22
C30 -0.812 -1.417 2.354  -0.23
H35 -1.280 1.869 1.902  0.07
C31 0.437 -1.601 4.516  -0.18
H36 -1.024 -1.908 1.394  0.08
H37 5.663 2.913 -2.346  0.11
H38 -7.790 1.383 1.307  0.11
C32 0.104 4.412 -1.129  -0.09
Si1 -2.900 0.401 0.702  0.67
H39 6.927 1.301 -0.978  0.11
H40 1.418 -1.886 4.897  0.11
C33 -6.789 1.782 1.372  -0.07
C34 -4.227 2.791 1.551  -0.11
H41 3.318 3.409 -1.832  0.10
C35 3.214 2.018 -0.206  -0.36
Ru1 0.081 0.327 -0.155  0.94
C36 -1.952 0.781 -0.879  -0.26
H42 -4.773 -5.043 0.739  0.11
H43 -2.297 0.261 -1.772  0.01
H44 2.745 -0.468 -4.361  0.11
C37 5.890 1.498 -0.754  -0.07
C38 -5.707 0.994 1.020  -0.10
N4 0.940 -3.909 -1.210  0.04
C39 1.610 -2.752 -1.237  -0.80
H45 -1.735 -1.438 2.946  0.12
C40 1.920 -3.703 -3.313  -0.11
C41 0.789 -1.046 -7.065  -0.22
C42 -5.305 3.584 1.898  -0.08
C43 -0.469 -1.003 -6.446  -0.01
H46 2.292 3.266 2.308  0.05
C44 3.926 1.102 0.564  -0.13
H47 -3.186 -4.321 -1.002  0.10

Values from the calculation:
Charge: +1
Multiplicity: 6
Expectation value of S²: 8.86
Maximum force (eV/Å): 1.04
E (Ha): -3047.47516
Energy above the lowest of the compared OMol25 structures with the same formula, charge and spin (kcal/mol): 17.99
Orbital gap (spin up / spin down) (eV): 6.781 / 7.215


No. 3
Formula: C44H48N3O3P2S5SbSn
Source: OMol25
Level of theory: ωB97M-V/def2-TZVPD

Each line ends with the Löwdin charge.
Element x y z (Å)
H1 -0.025 5.132 5.462  0.10
H2 6.364 -4.070 4.444  0.09
C1 1.364 -0.724 3.317  -0.30
C2 -5.088 -2.422 -0.457  -0.06
O1 -1.693 -1.305 -0.745  -0.47
H3 -2.970 -1.616 -2.782  0.08
C3 -0.089 1.799 4.872  -0.11
H4 -7.114 1.098 -3.007  0.07
C4 -0.291 -3.505 -3.601  -0.05
H5 -0.173 0.860 5.408  0.10
H6 6.713 -2.117 -1.345  0.10
N1 -4.038 -0.359 0.395  0.03
H7 5.618 -4.282 -0.853  0.10
H8 -4.775 -2.237 -1.484  0.05
C5 -2.725 -2.686 -4.640  -0.03
H9 -6.018 -2.995 -0.469  0.07
H10 -3.353 -3.730 -6.979  0.07
C6 4.966 -1.526 2.680  -0.04
H11 -4.633 1.260 -3.013  0.09
C7 -3.724 -2.142 3.498  -0.11
C8 -0.015 4.202 4.906  -0.09
C9 5.426 3.867 -1.610  -0.10
C10 -2.347 -2.278 -3.367  -0.07
H12 -0.802 -2.371 1.824  0.09
C11 4.418 3.230 -2.320  -0.08
P1 2.803 0.552 0.262  1.07
C12 -3.750 0.873 -0.035  -0.75
C13 3.654 2.248 -1.710  -0.13
C14 -2.707 -2.682 2.721  -0.09
H13 -2.096 -4.972 -6.967  0.07
C15 -6.586 1.474 -2.129  -0.08
C16 5.620 -3.358 4.111  -0.12
H14 6.013 4.647 -2.079  0.10
H15 -6.579 2.563 -2.171  0.07
H16 0.165 3.051 1.730  0.03
C17 -1.556 -1.947 2.476  -0.11
C18 3.805 -3.371 -0.150  -0.07
O2 -0.412 -3.384 -0.456  -0.31
C19 -5.273 -1.118 0.307  -0.22
H17 -1.727 -3.350 -7.543  0.08
C20 -1.900 -3.500 -5.405  -0.28
S1 -0.612 -2.182 -1.237  0.40
C21 3.384 -2.450 4.227  -0.03
S2 -3.325 4.441 -1.972  -0.31
C22 5.913 -2.433 3.118  -0.09
H18 6.444 4.013 0.274  0.10
H19 1.365 -0.472 4.385  0.09
C23 5.711 -2.139 -0.933  -0.09
H20 -7.140 1.174 -1.236  0.06
H21 -4.625 -2.713 3.691  0.10
C24 -1.403 -0.662 2.999  -0.39
O3 0.606 -1.388 -1.440  -0.44
P2 0.060 0.291 2.443  1.04
Sb1 -1.324 3.740 -2.878  0.24
H22 -3.671 -2.350 -5.048  0.11
C25 -3.587 -0.858 4.011  -0.09
H23 -4.383 -0.421 4.602  0.10
H24 4.158 0.797 2.339  0.07
C26 0.092 3.025 2.815  -0.12
H25 -6.044 -0.498 -0.139  0.10
C27 -5.158 0.953 -2.106  -0.25
C28 5.097 -3.353 -0.659  -0.10
H26 3.307 -4.312 0.046  0.11
H27 1.025 -1.757 3.231  0.08
C29 0.007 1.803 3.480  -0.39
H28 -0.183 2.973 6.661  0.10
H29 4.085 -4.064 5.429  0.10
S3 0.306 3.347 -1.067  -0.21
S4 -1.618 1.264 -3.130  -0.13
H30 5.124 2.257 1.342  0.09
H31 6.893 -2.424 2.656  0.10
H32 -4.053 2.476 -1.169  -0.05
H33 -2.363 0.894 4.130  0.10
H34 -0.020 -4.535 -5.455  0.11
H35 0.144 5.157 2.987  0.11
H36 -2.809 -3.666 2.281  0.11
H37 5.539 -0.006 -0.888  0.10
C30 4.346 -3.354 4.654  -0.10
C31 -0.102 2.989 5.581  -0.09
N2 -4.391 1.507 -0.998  0.00
Sn1 -0.513 0.980 -0.990  0.41
C32 -1.133 -2.693 -2.852  -0.26
H38 2.410 -2.483 4.692  0.09
C33 3.114 0.608 2.108  -0.32
H39 5.225 -0.868 1.863  0.09
N3 2.704 -0.624 2.761  -0.18
H40 2.841 1.784 -2.256  0.09
C34 -2.294 -3.913 -6.798  -0.06
H41 4.208 3.514 -3.343  0.10
C35 0.082 4.220 3.525  -0.07
C36 3.135 -2.182 0.089  -0.11
C37 5.046 -0.948 -0.678  -0.10
C38 -0.678 -3.904 -4.868  -0.04
C39 4.910 2.517 0.313  -0.09
H42 0.662 -3.811 -3.189  0.12
H43 2.548 1.455 2.510  0.08
C40 3.757 -0.956 -0.150  -0.37
C41 5.666 3.513 -0.291  -0.10
H44 -5.119 -0.132 -2.076  0.09
C42 -2.440 -0.119 3.755  -0.11
C43 3.898 1.867 -0.390  -0.39
H45 2.113 -2.206 0.442  0.09
H46 -3.335 -0.732 1.018  0.08
H47 -4.311 -3.027 0.012  0.07
S5 -2.426 1.696 0.730  0.60
C44 3.669 -1.508 3.225  -0.23
H48 -5.596 -1.334 1.329  0.11

Values from the calculation:
Charge: -1
Multiplicity: 2
Expectation value of S²: 0.76
Maximum force (eV/Å): 0.57
E (Ha): -5223.88211
Energy above the lowest of the compared OMol25 structures with the same formula, charge and spin (kcal/mol): 0.00
Orbital gap (spin up / spin down) (eV): 6.408 / 5.668


No. 4
Formula: C44H48O7PW
Source: OMol25
Level of theory: ωB97M-V/def2-TZVPD

Each line ends with the Löwdin charge.
Element x y z (Å)
C1 0.134 4.731 -1.414  -0.13
P1 -0.664 3.153 -1.421  0.74
H1 -4.490 -0.041 -2.794  0.10
H2 3.881 -0.747 6.571  0.11
H3 5.533 -1.022 1.884  0.12
H4 5.249 1.785 5.301  0.11
O1 -1.347 0.142 -0.844  -0.19
C2 -1.015 -2.530 -4.862  0.01
H5 6.499 4.017 1.463  0.13
C3 1.999 0.583 3.325  -0.17
C4 4.312 -0.805 5.572  0.04
C5 -0.334 -1.552 1.443  -0.15
H6 5.874 1.660 1.253  0.13
H7 2.376 5.145 1.303  0.11
H8 -3.258 -0.607 5.750  0.12
C6 4.167 1.702 5.208  0.04
C7 -2.097 1.079 6.397  -0.03
C8 0.502 0.136 3.135  -0.23
C9 -3.164 -1.651 -4.254  0.02
C10 3.796 0.323 4.724  -0.52
H9 -2.544 -3.922 -6.615  0.10
H10 7.055 -2.306 0.443  0.12
H11 -0.744 2.693 6.815  0.12
H12 -1.230 -0.956 1.255  0.13
H13 1.209 -3.379 -3.784  0.10
H14 5.396 -0.736 5.657  0.11
H15 -2.608 4.082 -0.460  0.10
H16 3.824 2.466 4.506  0.09
H17 0.777 2.149 4.983  0.12
H18 1.523 -4.406 3.221  0.14
H19 1.527 -2.059 -2.673  0.06
C11 -0.374 0.447 4.309  -0.16
C12 3.760 2.052 1.151  -0.14
H20 -0.495 5.440 -1.958  0.09
C13 3.143 4.381 1.278  -0.06
H21 2.997 -1.110 2.352  0.16
C14 -0.328 -2.849 0.877  -0.02
C15 -1.195 2.732 -3.050  -0.11
H22 1.568 -2.142 4.201  0.14
H23 -0.917 -3.055 -0.008  0.13
C16 6.087 -1.722 -1.379  -0.04
C17 0.363 -3.856 1.493  -0.01
C18 5.454 3.751 1.378  -0.02
H24 -4.220 -1.539 -4.468  0.14
C19 -2.946 -2.929 -6.412  0.00
C20 -3.686 -0.458 -2.189  -0.01
H25 0.366 -4.853 1.076  0.13
H26 6.757 -2.291 -2.011  0.12
H27 -1.810 3.547 -3.440  0.09
O2 4.264 0.176 3.359  0.00
C21 3.178 -0.042 2.515  -0.18
C22 -1.261 -1.275 -2.813  -0.05
O3 0.428 2.060 -0.937  -0.45
H28 -1.772 1.806 -3.045  0.06
W1 0.384 0.512 0.238  2.01
H29 -2.760 1.321 7.217  0.12
C23 -2.378 -0.003 5.575  -0.04
C24 5.395 -1.006 0.812  -0.01
H30 1.730 2.805 1.138  0.07
C25 3.468 0.568 1.114  -0.21
C26 -0.104 1.541 5.132  0.00
H31 -2.622 2.316 -0.307  0.06
C27 -0.964 1.852 6.171  -0.03
C28 1.055 -2.314 -3.608  -0.01
H32 -0.313 2.621 -3.685  0.09
H33 3.438 0.371 -1.602  0.12
H34 -1.749 -1.172 3.907  0.12
C29 6.254 -1.732 -0.004  -0.03
C30 4.479 4.740 1.379  -0.04
C31 -0.427 -2.025 -3.724  -0.13
H35 -3.304 0.319 -1.538  0.05
O4 2.368 0.190 4.619  -0.01
H36 1.579 -1.790 -4.411  0.11
H37 4.056 -1.765 5.123  0.09
C32 1.020 -3.595 2.709  0.04
C33 2.789 3.044 1.168  -0.06
C34 1.042 -2.328 3.273  0.02
O5 -0.038 0.939 1.935  -0.24
C35 0.392 -1.288 2.631  -0.16
C36 5.062 -0.973 -1.946  -0.05
C37 5.101 2.415 1.259  0.02
O6 2.068 0.365 0.583  -0.21
H38 -1.572 3.322 0.750  0.08
H39 -4.032 -2.980 -6.374  0.09
H40 1.105 4.665 -1.907  0.09
H41 -0.396 -3.090 -5.554  0.14
H42 -2.666 -2.295 -7.258  0.11
H43 4.939 -0.951 -3.021  0.11
H44 2.020 1.676 3.215  0.15
H45 0.266 5.078 -0.389  0.07
C38 -1.522 -0.315 4.531  -0.01
O7 0.508 -0.848 -1.194  -0.14
C39 -1.992 3.203 -0.251  -0.13
C40 4.373 -0.254 0.241  -0.17
C41 -2.367 -2.363 -5.156  -0.19
H46 3.720 1.881 6.186  0.11
C42 4.210 -0.238 -1.139  -0.03
H47 4.759 5.781 1.464  0.12
H48 -4.137 -1.224 -1.554  0.11
C43 -2.665 -1.107 -3.097  -0.16
C44 -0.728 -0.685 -1.657  -0.44

Values from the calculation:
Charge: +3
Multiplicity: 1
Maximum force (eV/Å): 1.29
E (Ha): -2639.76793
Energy above the lowest of the compared OMol25 structures with the same formula, charge and spin (kcal/mol): 9.25
Orbital gap (eV): 5.720